51
Properties=species:S:1:pos:R:3 method="wB97M-V/def2-TZVPD" total_charge=+1 homo_energy_ev=-10.8 homo_lumo_gap_ha=0.183 de_lowest_kj_mol=0.00 multiplicity=1
H 4.1717 3.2081 4.2476
C -1.3524 -1.2725 -0.9815
H -0.2170 0.3795 3.6147
H 2.4051 3.3118 4.2618
H 1.8422 -2.6236 -4.1344
H 4.7930 0.7589 0.7170
C 0.8893 -2.1119 -0.4091
H 5.7159 1.5942 1.9747
C -2.5535 -1.0369 -1.7169
H 0.2537 -0.5260 2.1448
H -6.7709 0.6745 -3.3191
C -0.0854 -1.7791 -1.4131
C 4.7869 1.6379 1.3830
C 0.3980 1.6726 1.9875
C -3.7774 -0.9671 -0.9764
H -3.9886 -0.7545 -4.8386
H -1.4672 -1.2136 0.0983
H -5.9124 -0.6528 -1.0118
C 0.2786 -2.0924 -2.7645
H -1.2958 0.3730 2.2168
C -2.6725 -0.9384 -3.1400
C -6.4134 -0.3237 -3.6213
H -0.4695 -2.1100 -3.5459
H 1.8922 0.8567 0.5974
C 2.1720 -2.5288 -0.7402
C -4.9964 -0.7507 -1.5920
H 4.8676 2.5247 0.7321
C -3.9187 -0.7864 -3.7463
H 2.2854 0.1222 4.2450
H 3.5522 -2.9902 -2.3626
Si 3.2605 1.6888 2.5024
H -1.8007 -1.0225 -3.7674
C -0.2291 0.3927 2.5076
H -3.7569 -1.1600 0.0964
C 2.5385 -2.6981 -2.0871
H 1.8831 2.6361 0.7568
C -0.2897 2.8034 2.2112
H -7.1838 -1.0417 -3.3051
H -1.2465 2.7540 2.7423
C -5.0860 -0.6388 -2.9887
H 3.0993 -0.7947 2.9633
H 4.0579 0.0670 4.1829
H -6.3516 -0.3412 -4.7156
H 0.5846 -2.1028 0.6433
H 0.0956 3.7734 1.8971
H 2.9050 -2.7161 0.0414
C 3.2800 3.2299 3.5961
H 3.3322 4.1739 3.0272
C 1.7651 1.6921 1.3140
C 1.5809 -2.4831 -3.0851
C 3.1490 0.1324 3.5599